No. 1
Entry from OMol25: a 4-piece molecular cluster, C22H33Br2N5O3S3 overall (ωB97M-V with the def2-TZVPD basis set).

HOMO (eV): -8.56
Kohn-Sham gap (Eh): 0.3073
Lowest unoccupied orbital energy (eV): -0.196

Cartesian coordinates (Å):
C: -4.392 -8.251 -2.832
C: -5.512 -7.306 -2.516
Br: -7.190 -8.133 -2.339
C: -5.372 -5.990 -2.387
Br: -6.771 -4.790 -2.026
O: -4.153 -5.375 -2.538
S: -3.205 -5.400 -1.161
O: -2.078 -6.254 -1.444
O: -2.762 -3.880 -1.413
C: -1.471 -3.506 -0.852
C: -1.428 -1.998 -0.774
C: -2.065 -1.411 0.502
S: -0.815 -0.808 1.655
C: -1.380 0.763 2.141
S: -2.505 1.676 1.438
N: -0.631 1.202 3.271
C: 0.610 1.798 3.250
C: 0.926 2.018 4.546
N: -0.082 1.579 5.370
C: -0.994 1.098 4.581
H: -3.500 -7.721 -3.152
H: -4.715 -8.919 -3.631
H: -4.180 -8.880 -1.967
H: -1.352 -3.968 0.132
H: -0.686 -3.896 -1.496
H: -1.885 -1.552 -1.654
H: -0.374 -1.713 -0.807
H: -2.611 -2.188 1.040
H: -2.742 -0.592 0.273
H: 1.140 2.023 2.342
H: 1.829 2.472 4.922
H: -1.943 0.669 4.857
C: 0.745 -0.612 -4.454
C: -0.615 -0.127 -4.943
C: -1.034 1.208 -4.318
C: -1.188 1.108 -2.868
N: -1.290 1.022 -1.728
H: 0.745 -0.791 -3.377
H: 1.015 -1.546 -4.945
H: 1.524 0.121 -4.678
H: -1.374 -0.883 -4.729
H: -0.595 -0.002 -6.027
H: -1.980 1.547 -4.741
H: -0.292 1.978 -4.537
C: 5.047 0.727 -3.870
C: 4.215 1.541 -2.886
C: 4.396 1.090 -1.433
C: 3.937 -0.284 -1.238
N: 3.582 -1.366 -1.094
H: 4.765 -0.327 -3.855
H: 4.904 1.096 -4.885
H: 6.111 0.797 -3.636
H: 3.159 1.475 -3.157
H: 4.494 2.593 -2.963
H: 3.835 1.738 -0.759
H: 5.445 1.160 -1.140
C: 1.434 7.178 5.370
C: 1.182 6.306 6.594
C: 2.458 5.639 7.121
C: 3.036 4.722 6.142
N: 3.491 4.005 5.369
H: 1.818 6.587 4.537
H: 0.510 7.653 5.042
H: 2.157 7.966 5.590
H: 0.446 5.537 6.356
H: 0.761 6.911 7.399
H: 2.241 5.075 8.029
H: 3.205 6.391 7.380

Löwdin population analysis, charges in e, atoms 1 to 4: -0.12, -0.77, 0.76, -0.90

No. 2
Entry from OMol25: C22H33BrCoN4O3 as an isolated structure (ωB97M-V with the def2-TZVPD basis set).

ΔE to the lowest compared entry with this formula, charge and spin (kJ/mol): 84.62
HOMO (spin up / spin down) (eV): -7.14 / -7.31
⟨S²⟩: 0.76
Kohn-Sham gap (spin up / spin down) (Eh): 0.2713 / 0.2773
Spin multiplicity: 2
Lowest unoccupied orbital energy (spin up / spin down) (eV): 0.239 / 0.238

Cartesian coordinates (Å):
Co: 0.320 -0.532 -0.920
N: -1.624 -0.211 -1.247
C: -1.829 0.954 -2.120
C: -0.616 1.870 -1.974
N: 0.563 1.035 -2.184
C: 1.892 1.626 -1.967
C: 2.847 0.447 -1.820
N: 2.287 -0.402 -0.767
H: -2.241 -0.974 -1.488
H: -1.786 0.043 -0.267
H: -2.756 1.486 -1.875
H: -1.915 0.597 -3.149
H: -0.544 2.248 -0.958
H: -0.671 2.726 -2.660
H: 0.513 0.629 -3.119
H: 1.851 2.195 -1.033
H: 2.192 2.308 -2.771
H: 3.871 0.768 -1.596
H: 2.873 -0.133 -2.746
H: 2.502 -0.018 0.155
H: 2.630 -1.359 -0.795
Br: -2.724 -1.792 -4.981
C: -2.553 -2.873 -3.414
C: -3.652 -3.613 -3.005
C: -3.493 -4.379 -1.862
C: -2.270 -4.376 -1.209
C: -1.249 -3.573 -1.704
N: -1.397 -2.823 -2.800
C: 0.115 -3.595 -1.024
O: 0.513 -4.675 -0.626
O: 0.749 -2.490 -0.947
H: -4.579 -3.586 -3.557
H: -4.314 -4.979 -1.493
H: -2.077 -4.985 -0.342
C: 2.620 -2.058 2.017
C: 1.724 -1.100 2.803
C: 0.358 -1.741 3.025
C: 1.679 0.350 2.316
C: 2.725 1.173 2.710
C: 2.661 2.551 2.575
C: 1.455 3.108 2.184
C: 0.375 2.335 1.770
C: -0.982 3.052 1.739
C: -1.130 4.214 0.747
C: -2.219 2.154 1.695
C: 0.572 0.932 1.627
O: -0.240 0.165 0.930
H: 2.833 -2.941 2.619
H: 3.579 -1.602 1.762
H: 2.129 -2.410 1.113
H: 2.180 -0.998 3.798
H: -0.162 -1.905 2.085
H: -0.276 -1.118 3.656
H: 0.493 -2.702 3.521
H: 3.586 0.719 3.184
H: 3.487 3.176 2.877
H: 1.322 4.181 2.255
H: -1.007 3.530 2.727
H: -1.482 3.876 -0.222
H: -0.195 4.753 0.603
H: -1.871 4.925 1.109
H: -2.534 1.949 0.670
H: -3.053 2.662 2.181
H: -2.056 1.201 2.189

Löwdin population analysis, charges in e, atoms 1 to 4: 0.58, 0.00, -0.19, -0.18

No. 3
Entry from OMol25: C22H33Cl2O3PdSSi2Te as an isolated structure in a non-equilibrium geometry (ωB97M-V with the def2-TZVPD basis set).

ΔE to the lowest compared entry with this formula, charge and spin (kJ/mol): 81.55
HOMO (spin up / spin down) (eV): -10.48 / -10.48
Kohn-Sham gap (spin up / spin down) (Eh): 0.1968 / 0.1956
Lowest unoccupied orbital energy (spin up / spin down) (eV): -5.123 / -5.156
Total charge: +1

Cartesian coordinates (Å):
Pd: -0.217 -0.541 0.664
Cl: 2.584 2.852 -5.616
C: 2.121 2.301 -4.049
C: 2.231 3.182 -2.965
C: 1.881 2.758 -1.712
Cl: 2.024 3.838 -0.378
C: 1.434 1.429 -1.442
O: 1.239 1.062 -0.232
C: 1.297 0.569 -2.577
C: 0.791 -0.764 -2.441
O: 0.260 -1.293 -1.465
C: 1.657 1.024 -3.861
H: 2.602 4.183 -3.116
H: 0.886 -1.378 -3.356
H: 1.549 0.360 -4.705
C: -4.295 -0.037 1.056
S: -2.933 -0.514 2.183
O: -2.123 -1.483 1.385
C: -1.903 1.001 2.066
C: -1.678 1.648 0.841
C: -0.982 2.852 0.850
C: -0.470 3.362 2.034
C: -0.618 2.666 3.224
C: -1.364 1.497 3.247
H: -3.997 -0.227 0.029
H: -4.557 1.003 1.203
H: -5.144 -0.669 1.302
H: -2.116 1.292 -0.097
H: -0.856 3.401 -0.070
H: 0.041 4.312 2.020
H: -0.173 3.037 4.134
H: -1.533 0.961 4.170
C: 4.987 2.929 3.237
Si: 4.457 1.363 2.297
C: 4.828 1.515 0.432
C: 5.253 -0.250 2.944
C: 2.547 1.187 2.494
Te: 2.194 -0.659 1.525
C: 1.693 -1.768 3.284
Si: 1.467 -3.582 2.682
C: 1.536 -4.667 4.242
C: -0.141 -3.722 1.670
C: 2.856 -3.927 1.416
H: 6.042 3.119 3.085
H: 4.820 2.847 4.305
H: 4.443 3.800 2.882
H: 5.897 1.528 0.255
H: 4.432 2.435 0.015
H: 4.406 0.682 -0.129
H: 6.324 -0.233 2.774
H: 4.857 -1.111 2.402
H: 5.093 -0.415 4.006
H: 2.045 1.983 1.956
H: 2.198 1.151 3.523
H: 0.762 -1.356 3.680
H: 2.475 -1.660 4.032
H: 0.730 -4.434 4.931
H: 2.471 -4.536 4.779
H: 1.454 -5.717 3.989
H: -1.041 -3.722 2.280
H: -0.151 -4.641 1.093
H: -0.217 -2.895 0.939
H: 3.826 -3.565 1.747
H: 2.610 -3.442 0.468
H: 2.955 -4.988 1.211

Löwdin population analysis, charges in e, atoms 1 to 4: 0.61, 0.70, -0.67, -0.10

No. 4
Entry from OMol25: C22H33F5HgN3O5PS as an isolated structure in a non-equilibrium geometry (ωB97M-V with the def2-TZVPD basis set).

ΔE to the lowest compared entry with this formula, charge and spin (kJ/mol): 0.00
HOMO (eV): -13.45
Kohn-Sham gap (Eh): 0.0623
Lowest unoccupied orbital energy (eV): -11.751
Total charge: +2

Cartesian coordinates (Å):
C: -0.829 2.461 4.893
C: 0.595 2.091 4.518
O: 0.709 0.693 4.122
P: 0.379 0.306 2.629
O: -0.265 1.368 1.837
C: 1.959 -0.255 1.931
C: 2.328 0.413 0.586
C: 2.263 -0.573 -0.554
C: 0.993 -0.915 -1.078
O: -0.073 -0.289 -0.599
C: -0.328 0.954 -1.356
C: -1.596 1.629 -0.834
N: -2.464 1.955 -1.935
C: -3.867 2.203 -1.673
C: -4.652 0.983 -1.097
C: -5.013 1.164 0.371
O: -3.990 -0.233 -1.357
C: 0.778 -1.933 -2.084
C: -0.591 -2.381 -2.572
F: -0.570 -3.713 -2.663
F: -1.545 -2.061 -1.698
C: -0.967 -1.796 -3.995
F: -1.779 -0.754 -3.815
F: -1.612 -2.741 -4.669
C: 1.928 -2.538 -2.610
N: 1.995 -3.464 -3.593
S: 3.517 -3.799 -3.824
N: 4.199 -2.799 -2.726
C: 3.222 -2.159 -2.132
C: 3.415 -1.172 -1.081
C: 4.794 -0.868 -0.635
C: 5.363 0.458 -1.246
C: 4.644 0.958 -2.482
F: 5.254 2.117 -2.895
O: -0.458 -1.039 2.789
C: -1.816 -1.081 2.303
C: -2.571 -2.147 3.071
H: -1.380 1.585 5.217
H: -0.798 3.153 5.730
H: -1.333 2.969 4.078
H: 0.999 2.747 3.755
H: 1.232 2.180 5.390
H: 2.742 -0.055 2.655
H: 1.931 -1.337 1.818
H: 1.680 1.258 0.375
H: 3.334 0.803 0.646
H: 0.553 1.589 -1.322
H: -0.498 0.680 -2.394
H: -2.079 1.001 -0.103
H: -1.290 2.543 -0.308
H: -2.059 2.721 -2.464
H: -3.994 3.086 -1.037
H: -4.313 2.463 -2.630
H: -5.581 0.938 -1.657
H: -5.367 2.180 0.527
H: -4.148 1.035 1.019
H: -5.817 0.494 0.655
H: -3.497 -0.513 -0.583
H: -0.093 -1.494 -4.570
H: 5.432 -1.676 -0.973
H: 4.825 -0.771 0.444
H: 5.356 1.258 -0.511
H: 6.404 0.312 -1.513
H: 3.604 1.213 -2.268
H: 4.691 0.238 -3.299
H: -2.303 -0.125 2.441
H: -1.780 -1.374 1.253
H: -2.406 -3.147 2.690
H: -3.639 -1.945 2.985
H: -2.324 -2.063 4.144
Hg: -1.432 -2.989 5.963

Löwdin population analysis, charges in e, atoms 1 to 4: -0.06, -0.23, -0.20, 0.50

No. 5
Entry from OMol25: C22H33FeN4O6P as an isolated structure in a non-equilibrium geometry (ωB97M-V with the def2-TZVPD basis set).

ΔE to the lowest compared entry with this formula, charge and spin (kJ/mol): 0.00
HOMO (spin up / spin down) (eV): -6.08 / -6.83
⟨S²⟩: 6.18
Kohn-Sham gap (spin up / spin down) (Eh): 0.2044 / 0.1548
Spin multiplicity: 5
Lowest unoccupied orbital energy (spin up / spin down) (eV): -0.521 / -2.614

Cartesian coordinates (Å):
O: -0.069 -1.329 -4.801
H: -0.896 -1.746 -5.240
Fe: -0.526 0.233 -1.114
N: 0.836 -0.716 -1.964
N: -1.211 -1.499 -0.811
N: 0.186 1.968 -1.343
N: -1.731 1.117 -0.022
O: 1.970 -0.228 -2.297
O: 1.306 2.330 -2.031
O: -2.660 0.505 0.771
O: -2.209 -1.844 -0.043
C: -0.603 -2.484 -1.548
C: 0.570 -2.051 -2.174
C: -0.477 2.968 -0.689
C: -1.599 2.475 0.066
C: 1.520 -2.922 -2.869
H: 1.675 -2.578 -3.897
H: 1.117 -3.943 -2.908
H: 2.486 -2.972 -2.336
C: -1.161 -3.835 -1.487
H: -2.174 -3.869 -1.910
H: -1.208 -4.192 -0.449
H: -0.538 -4.521 -2.063
C: 0.082 4.350 -0.581
C: -2.459 3.312 0.943
H: 0.775 4.609 -1.395
H: 0.630 4.474 0.369
H: -0.735 5.083 -0.566
H: -3.103 2.734 1.614
H: -3.111 3.956 0.342
H: -1.852 3.981 1.564
H: 1.745 1.446 -2.236
H: -2.633 -0.504 0.436
C: -1.803 0.422 -2.630
H: -1.215 -0.059 -3.421
H: -1.999 1.462 -2.891
H: -2.671 -0.208 -2.420
O: 1.493 0.901 -4.999
H: 1.181 -0.024 -5.221
H: 0.665 1.314 -4.729
C: 2.830 -0.003 1.471
P: 1.028 -0.037 1.115
C: 0.728 -1.707 1.752
C: -0.099 -2.042 2.829
C: -0.247 -3.393 3.204
C: 0.433 -4.406 2.516
C: 1.257 -4.082 1.421
C: 1.419 -2.736 1.078
C: 0.482 1.295 2.252
C: 1.258 2.469 2.284
C: 0.940 3.520 3.145
C: -0.190 3.423 3.963
C: -1.010 2.293 3.887
C: -0.703 1.252 3.002
H: 3.332 -0.836 0.971
H: 2.979 -0.128 2.557
H: 3.288 0.940 1.160
H: -0.622 -1.279 3.400
H: -0.900 -3.636 4.059
H: 0.306 -5.461 2.824
H: 1.776 -4.876 0.864
H: 2.117 -2.511 0.269
H: 2.160 2.559 1.673
H: 1.576 4.411 3.175
H: -0.436 4.233 4.659
H: -1.915 2.221 4.507
H: -1.383 0.398 2.945

Löwdin population analysis, charges in e, atoms 1 to 4: -0.16, 0.06, 0.52, -0.18

No. 6
Entry from OMol25: C22H33GeIrN6Se as an isolated structure (ωB97M-V with the def2-TZVPD basis set).

ΔE to the lowest compared entry with this formula, charge and spin (kJ/mol): 9.30
HOMO (spin up / spin down) (eV): -13.28 / -14.37
⟨S²⟩: 6.01
Kohn-Sham gap (spin up / spin down) (Eh): 0.2551 / 0.2327
Spin multiplicity: 5
Lowest unoccupied orbital energy (spin up / spin down) (eV): -6.334 / -8.042
Total charge: +2

Cartesian coordinates (Å):
Ir: 0.014 -0.423 0.274
Se: 5.694 -0.018 5.593
N: 5.700 0.109 3.830
C: 4.452 0.033 3.447
C: 4.029 0.117 2.052
C: 4.927 0.259 0.992
C: 4.443 0.343 -0.295
C: 3.068 0.321 -0.495
N: 2.203 0.207 0.510
C: 2.667 0.061 1.766
C: 1.678 -0.190 2.823
N: 0.390 -0.386 2.453
C: -0.529 -0.622 3.388
C: -0.226 -0.661 4.740
C: 1.083 -0.487 5.129
C: 2.061 -0.260 4.158
C: 3.477 -0.127 4.487
N: 3.938 -0.176 5.711
H: 5.989 0.291 1.205
H: 5.109 0.436 -1.142
H: 2.647 0.409 -1.489
H: -1.539 -0.799 3.043
H: -1.010 -0.844 5.462
H: 1.377 -0.532 6.170
C: -3.034 -1.014 0.426
N: -2.199 -0.043 -0.306
C: -2.340 -0.277 -1.759
C: -2.576 1.327 0.077
C: -1.590 2.314 -0.492
N: -0.210 2.010 -0.049
C: 0.032 2.615 1.276
C: 0.732 2.592 -1.026
H: -4.085 -0.903 0.147
H: -2.938 -0.851 1.498
H: -2.711 -2.022 0.186
H: -3.347 -0.007 -2.089
H: -2.173 -1.333 -1.965
H: -1.613 0.303 -2.324
H: -2.586 1.374 1.168
H: -3.585 1.565 -0.273
H: -1.869 3.327 -0.192
H: -1.612 2.290 -1.580
H: -0.074 3.702 1.216
H: 1.041 2.382 1.608
H: -0.679 2.235 2.007
H: 0.494 3.645 -1.197
H: 0.664 2.060 -1.975
H: 1.746 2.532 -0.645
C: 1.284 -5.147 -0.613
Ge: -0.127 -3.911 -0.108
C: -1.772 -4.334 -1.059
C: -0.399 -3.909 1.819
C: 0.618 -2.154 -0.721
H: 0.951 -6.161 -0.381
H: 2.196 -4.939 -0.054
H: 1.491 -5.079 -1.680
H: -1.913 -5.414 -1.013
H: -1.709 -4.052 -2.112
H: -2.653 -3.875 -0.614
H: -0.549 -4.937 2.150
H: -1.285 -3.333 2.098
H: 0.469 -3.506 2.344
H: 0.402 -2.011 -1.788
H: 1.703 -2.221 -0.604

Löwdin population analysis, charges in e, atoms 1 to 4: 1.47, 1.24, -0.20, -0.34